ORCA calculation (wB97M-V/def2-TZVPD) on C30H25Cl2F4N6O2Ta as an isolated structure at a distorted geometry.

Structure (XYZ):
```
70
Properties=species:S:1:pos:R:3:nbo_charge:R:1
Ta 0.0296 0.2287 0.2840 2.56
Cl 6.1992 -2.2955 1.8665 0.10
C 4.9908 -1.2839 1.2090 -0.06
C 3.6991 -1.3606 1.7087 -0.21
C 2.7171 -0.5451 1.1761 0.16
N 1.3938 -0.4347 1.6910 -0.79
C 1.2729 -0.2723 3.0642 0.65
O 2.1409 -0.4477 3.8742 -0.49
C -0.0767 0.2067 3.4841 0.12
C -0.3423 0.3373 4.8347 -0.17
C -1.5914 0.7895 5.2311 -0.11
C -2.5244 1.0900 4.2489 -0.16
C -2.1704 0.9628 2.9195 0.04
N -0.9626 0.5318 2.5327 -0.53
C 2.9957 0.3375 0.1226 0.09
C 4.2883 0.4167 -0.3723 -0.24
C 5.2841 -0.3779 0.1789 -0.04
Cl 6.8759 -0.2456 -0.4267 0.10
N 1.8561 1.0709 -0.2702 -0.78
C 1.9477 2.2421 -0.9821 0.65
O 2.9259 2.6940 -1.5150 -0.51
C 0.6342 2.9775 -1.0221 0.14
C 0.5415 4.1909 -1.6723 -0.18
C -0.6693 4.8702 -1.6547 -0.08
C -1.7387 4.3182 -0.9606 -0.21
C -1.5715 3.1009 -0.3323 0.07
N -0.4099 2.4294 -0.3680 -0.59
H 3.4735 -2.0355 2.5184 0.26
H 0.4435 0.0882 5.5333 0.28
H -1.8271 0.9108 6.2795 0.26
H -3.5172 1.4307 4.5052 0.25
H -2.8812 1.2217 2.1468 0.22
H 4.5387 1.0931 -1.1732 0.27
H 1.4202 4.5789 -2.1686 0.28
H -0.7817 5.8178 -2.1642 0.26
H -2.6926 4.8229 -0.9069 0.26
H -2.3881 2.6407 0.2093 0.22
C 2.6308 -1.5779 -2.4372 -0.64
C 1.6827 -0.4876 -2.9163 -0.23
N 0.2981 -0.4846 -2.3469 -0.45
C -0.5033 0.4156 -3.2198 -0.23
C -1.9509 0.6315 -2.8106 -0.62
C -0.2515 -1.8506 -2.3251 -0.25
C -0.0246 -2.4780 -0.9587 -0.23
N -0.7540 -1.6445 0.0017 -0.78
C -2.0205 -2.0561 0.4101 0.03
C -3.0051 -1.0862 0.5392 0.26
F -2.6004 0.2010 0.2504 -0.32
C -4.2991 -1.3312 0.9333 0.37
F -5.1588 -0.3188 1.0069 -0.28
C -4.6750 -2.6208 1.2505 -0.32
C -3.7184 -3.6163 1.1550 0.37
F -4.0295 -4.8571 1.4787 -0.26
C -2.4172 -3.3529 0.7455 0.35
F -1.5382 -4.3536 0.7146 -0.29
H 3.5832 -1.4162 -2.9420 0.26
H 2.8140 -1.5393 -1.3654 0.21
H 2.3008 -2.5783 -2.7150 0.22
H 2.1230 0.4899 -2.7190 0.21
H 1.5874 -0.5844 -4.0020 0.22
H 0.0165 1.3757 -3.2424 0.21
H -0.4832 0.0197 -4.2399 0.22
H -2.0391 0.9685 -1.7782 0.19
H -2.3734 1.4068 -3.4495 0.25
H -2.5638 -0.2580 -2.9475 0.23
H -1.3276 -1.8077 -2.4854 0.22
H 0.1821 -2.4695 -3.1126 0.23
H -0.3644 -3.5087 -0.9799 0.26
H 1.0355 -2.4733 -0.6937 0.23
H -5.6798 -2.8578 1.5718 0.28
```

Values from the calculation:
Molar mass in g mol⁻¹: 829.42
Multiplicity: 1
Orbital gap in Eh: 0.192
E_HOMO in eV: -13.5
Charge: +2